Record 1
Formula: C30H57FN2O13PS
Source: the OMol25 dataset
Level of theory: ωB97M-V with the def2-TZVPD basis set

Computed properties:
- strongest force on any atom (eV/A) = 3.6
- DFT total energy (Ha) = -3104.06562
- total charge = +1
- HOMO-LUMO gap (eV) = 6.725

Last column: Mulliken charge in e.
Geometry (Å):
C (7.24913, -2.25180, 2.40509)  -1.0171
C (5.97199, -2.93855, 1.85647)  -0.5653
C (5.57465, -2.47864, 0.43064)  -0.0014
O (5.73855, -1.07147, 0.19493)  -0.2743
C (4.79711, -0.27562, 0.88681)  -1.8956
C (3.95303, 0.45732, -0.17240)  0.2009
C (2.66003, -0.02124, -0.52787)  0.2155
C (2.11666, -1.27885, 0.18847)  -0.6915
C (0.56521, -1.42110, -0.04364)  -0.2461
C (0.20215, -2.23823, -1.30266)  -0.7276
C (-1.36388, -2.31381, -1.36608)  -0.8284
C (-1.99590, -1.14435, -2.18880)  0.5081
C (-3.35052, -0.61054, -1.62083)  -1.1567
C (-3.26209, 0.83172, -1.04385)  -0.4631
C (-2.60061, 0.89318, 0.36892)  0.2083
O (-2.79490, -0.30837, 1.09430)  -0.3773
C (-1.92066, -0.40726, 2.21495)  -0.5740
N (1.81888, 0.46022, -1.41942)  -0.2846
N (2.28532, 1.55435, -1.98128)  0.0233
C (1.31118, 2.07085, -3.00216)  -1.5372
C (0.30465, 3.01376, -2.25241)  0.7863
C (-0.26145, 4.18534, -3.10548)  0.2970
C (-0.11419, 5.49544, -2.22731)  -1.4559
C (-1.77535, 4.05126, -3.41686)  -1.4602
C (3.42711, 2.16274, -1.74861)  0.4497
S (3.87758, 3.71847, -2.59582)  1.3197
O (2.75332, 4.47195, -3.03228)  -0.4047
O (4.66552, 4.52757, -1.73918)  -0.5289
F (4.78373, 3.26098, -3.80544)  -0.1997
C (4.39929, 1.63878, -0.83086)  1.0802
P (6.08347, 2.29640, -0.43986)  0.8109
O (6.04612, 3.44487, 0.45084)  -0.6722
O (7.07694, 1.20351, 0.17446)  -0.4513
O (6.72962, 2.70022, -1.87569)  -0.5180
H (7.51105, -2.75879, 3.34950)  0.3837
H (8.07601, -2.41470, 1.69187)  0.2657
H (7.07994, -1.18564, 2.61295)  0.2319
H (5.09139, -2.76058, 2.50801)  0.2398
H (6.09684, -4.03644, 1.80812)  0.4354
H (4.52617, -2.77743, 0.24976)  -0.0444
H (6.19192, -2.99012, -0.32825)  0.3965
H (5.34469, 0.51588, 1.44009)  0.7895
H (4.21263, -0.81388, 1.64354)  0.5345
H (2.23338, -1.19129, 1.28090)  0.4236
H (2.55923, -2.20349, -0.21407)  0.0416
H (0.04081, -0.45406, 0.03031)  -0.5416
H (0.20866, -2.01517, 0.81942)  0.7910
H (0.52905, -3.28430, -1.14508)  0.4932
H (0.61800, -1.83323, -2.24030)  0.2379
H (-1.71769, -3.27948, -1.76069)  0.4681
H (-1.74670, -2.22318, -0.32953)  0.1727
H (-2.19459, -1.53720, -3.20117)  0.5531
H (-1.26113, -0.31202, -2.19964)  -0.7368
H (-3.80957, -1.31256, -0.90648)  0.3552
H (-4.05758, -0.54730, -2.47174)  0.4789
H (-4.27496, 1.25881, -0.92788)  0.4323
H (-2.72994, 1.47592, -1.76912)  -0.1544
H (-3.03317, 1.71713, 0.97452)  0.6196
H (-1.52245, 1.13226, 0.21228)  -0.2779
H (-1.05744, 0.27944, 2.10898)  0.2066
H (-2.48822, -0.12442, 3.12092)  0.3202
H (-1.58834, -1.45311, 2.34324)  0.1561
H (1.81233, 2.52031, -3.86774)  0.6894
H (0.71546, 1.23564, -3.40521)  0.4792
H (0.76173, 3.32466, -1.29680)  0.5772
H (-0.56091, 2.37829, -1.96984)  -0.9882
H (0.34962, 4.37985, -4.00455)  0.4799
H (-0.10236, 6.41106, -2.83200)  0.3619
H (-0.91452, 5.47738, -1.46541)  0.4010
H (0.82798, 5.40684, -1.65677)  0.3563
H (-2.27655, 3.82554, -2.45539)  0.3326
H (-2.18938, 4.99917, -3.79187)  0.4053
H (-1.96084, 3.21514, -4.11442)  0.3438
H (7.78316, 0.95052, -0.44527)  0.3321
H (7.01038, 3.62555, -1.73876)  0.3923
C (-4.81337, 4.78080, 6.59250)  -1.1109
C (-4.56728, 3.33340, 6.22012)  -0.1822
O (-3.80593, 3.22714, 5.00564)  -0.3501
C (-2.49857, 3.45325, 5.12489)  0.7172
O (-1.90956, 3.72032, 6.13910)  -0.5511
O (-1.94809, 3.35110, 3.90575)  -0.2340
C (-0.55683, 3.66500, 3.87267)  -0.6434
H (-5.27299, 5.31645, 5.76009)  0.2946
H (-5.46731, 4.84678, 7.46210)  0.3660
H (-3.87917, 5.29164, 6.82617)  0.3106
H (-5.51830, 2.83836, 6.02820)  0.2964
H (-4.07506, 2.78863, 7.02672)  0.3155
H (-0.00208, 3.08042, 4.60533)  0.3320
H (-0.40988, 4.73101, 4.04450)  0.3512
H (-0.19159, 3.41733, 2.87711)  0.0886
C (-5.52192, -7.59068, -3.80268)  -1.1018
C (-4.66683, -8.38929, -2.84041)  -0.1709
O (-3.80404, -7.53489, -2.07384)  -0.3605
C (-4.38796, -6.88306, -1.06706)  0.7603
O (-5.54509, -6.95758, -0.74645)  -0.5447
O (-3.46258, -6.11148, -0.48141)  -0.3415
C (-3.97502, -5.28268, 0.56219)  -0.6419
H (-4.89665, -6.95273, -4.43009)  0.2895
H (-6.10423, -8.25572, -4.44072)  0.3566
H (-6.21159, -6.93776, -3.26750)  0.3149
H (-4.01466, -9.05880, -3.39985)  0.2872
H (-5.27571, -9.00719, -2.17941)  0.3154
H (-4.52224, -5.86608, 1.30047)  0.3902
H (-4.61345, -4.50638, 0.13973)  0.2850
H (-3.12778, -4.80739, 1.05261)  0.1578

Cartesian forces, eV/Å:
-0.5 -0.9 0.0
-0.3 0.4 -0.3
0.2 -0.8 0.1
-0.6 -0.5 0.3
0.7 1.1 -0.2
-0.2 1.2 -0.5
-0.3 -2.7 1.8
-1.7 0.8 -0.5
0.8 -0.8 0.3
-1.4 -0.3 0.6
0.0 0.7 0.0
-0.2 -0.5 0.7
-0.1 0.5 -0.8
-0.6 -0.6 0.9
-0.1 0.7 -0.5
0.9 -0.1 -0.4
-0.6 0.2 0.5
1.9 0.8 0.7
-1.3 0.6 -2.5
-1.3 0.5 -0.2
-0.5 -0.8 -0.6
0.1 1.7 1.0
0.4 -1.2 0.2
0.6 -0.6 0.3
2.4 -0.1 0.4
-0.1 3.6 0.2
-0.5 -1.8 -1.2
1.0 -1.5 0.4
-1.2 -0.3 0.9
-1.1 -2.0 0.3
2.2 1.8 -0.1
-0.9 -0.1 0.5
-0.7 0.1 -1.2
-0.5 -0.8 0.9
0.0 0.4 -0.3
-0.3 0.4 0.4
0.2 -0.3 -0.2
0.6 -0.1 0.0
0.0 0.5 0.1
0.4 0.1 -0.1
-0.1 0.4 0.3
-0.3 -0.5 -0.1
0.0 0.0 -0.5
0.5 -0.1 -0.5
0.3 0.4 0.3
0.3 -0.3 -0.2
0.0 0.3 -0.4
0.3 0.6 -0.2
-0.1 -0.2 0.4
0.2 0.3 0.1
0.2 -0.2 -0.4
0.4 0.5 0.2
-0.3 -0.3 -0.3
0.3 0.3 -0.1
0.3 0.0 0.4
0.3 -0.3 -0.3
-0.1 -0.2 0.4
0.3 -0.1 -0.4
-0.3 -0.4 0.4
-0.3 -0.4 0.1
0.4 0.0 -0.2
-0.1 0.5 -0.2
0.1 0.1 0.6
0.7 -0.1 0.5
-0.1 0.3 -0.5
0.5 0.2 0.0
-0.3 -0.5 0.2
-0.2 -0.3 0.3
0.2 0.4 -0.4
-0.3 0.5 -0.4
0.0 0.1 -0.5
0.2 -0.4 -0.1
-0.2 0.4 0.2
-0.3 -0.2 0.2
-0.1 -0.1 -0.3
0.2 0.2 -0.1
-0.4 0.2 0.5
0.2 -0.2 -0.1
-0.3 0.2 0.1
0.1 -0.1 -0.1
0.0 -0.1 0.0
0.2 0.0 -0.1
-0.1 -0.1 0.0
0.0 0.0 0.0
0.0 -0.1 0.1
0.1 -0.1 -0.3
0.2 0.1 -0.1
-0.1 0.1 0.1
0.1 -0.1 0.1
-0.2 0.0 0.0
0.0 0.3 0.1
-0.4 -0.3 -0.4
0.1 0.0 0.2
0.0 0.0 -0.2
0.1 0.0 0.1
0.0 -0.1 0.0
0.0 0.2 0.2
0.0 -0.1 -0.1
0.1 0.0 0.0
0.0 -0.1 0.0
0.2 0.1 0.2
0.0 0.2 0.1
-0.1 0.0 -0.1
-0.1 -0.1 0.1
0.1 -0.1 -0.2

---

Record 2
Formula: C30H57NO11
Source: the OMol25 dataset
Level of theory: ωB97M-V with the def2-TZVPD basis set

Computed properties:
- strongest force on any atom (eV/A) = 10.4
- energy above the lowest of the compared OMol25 structures with the same formula, charge and spin (kJ/mol) = 0.0
- DFT total energy (Ha) = -2059.08847
- HOMO-LUMO gap (eV) = 6.212

Last column: Mulliken charge in e.
Geometry (Å):
C (1.28753, -0.76741, -0.23414)  -0.8572
C (-0.25647, -0.67541, -0.17614)  0.7762
O (-1.02047, -1.70441, -0.01714)  -0.5786
N (-0.87147, 0.66659, -0.54514)  1.9604
H (-0.04947, 1.24359, -0.30614)  -0.6822
H (-0.77047, 0.70259, -1.58814)  0.1594
C (-2.23747, 0.77759, -0.08914)  -0.9197
H (1.51953, -1.75241, -0.12314)  0.5264
H (1.61653, -0.26241, 0.75586)  0.1470
H (1.85953, -0.28841, -1.02614)  0.0890
H (-2.64847, 1.62959, -0.42814)  0.4193
H (-2.35947, 0.61459, 0.97286)  0.0627
H (-2.91647, 0.11959, -0.66114)  0.3518
O (1.08753, 2.39859, -0.01814)  -1.0475
H (1.91853, 2.74159, -0.10414)  -0.0178
C (5.65853, -5.27841, -1.37414)  -1.2260
C (4.24053, -5.18741, -0.83314)  0.6046
C (4.04753, -4.16741, 0.31186)  -0.9520
O (3.32753, -4.91841, -1.78614)  -0.5432
H (6.43553, -5.50041, -0.52914)  0.2905
H (6.04553, -4.37041, -1.93214)  0.3065
H (6.08853, -6.16041, -2.10714)  0.2941
H (4.05753, -6.21741, -0.48914)  0.1093
H (4.50053, -3.13241, 0.04086)  0.2361
H (4.57353, -4.55341, 1.10486)  0.4726
H (3.11853, -4.08441, 0.66486)  0.0976
H (2.45753, -4.97141, -1.33714)  0.3194
C (-1.88947, 2.73959, 2.89186)  -0.6320
C (-0.46047, 2.72259, 3.27586)  0.2487
C (-0.15247, 2.11659, 4.66286)  -1.1479
O (0.11553, 1.83959, 2.33086)  -0.2918
H (-1.85447, 2.87159, 1.74686)  -0.0370
H (-2.30947, 3.40659, 3.74586)  0.4346
H (-2.34647, 1.73059, 3.04986)  -0.0552
H (-0.03647, 3.65559, 3.19886)  0.5755
H (-0.46747, 3.00159, 5.39486)  0.3348
H (0.97853, 1.99159, 4.76686)  0.2511
H (-0.65947, 1.14759, 4.72686)  0.2035
H (0.57453, 2.20359, 1.36586)  0.0076
C (-2.49347, 5.35659, -1.35714)  -1.7316
C (-1.04447, 4.80759, -1.53214)  1.5127
C (-0.21647, 5.72659, -2.32114)  -1.1736
O (-0.60247, 4.47859, -0.25914)  -0.5590
H (-2.98947, 4.62459, -0.79414)  0.4278
H (-3.03847, 5.21859, -2.30414)  0.3866
H (-2.64247, 6.37259, -1.00414)  0.3762
H (-1.28847, 3.89459, -2.12414)  -0.3239
H (-0.29447, 6.79559, -1.86314)  0.2866
H (-0.48447, 5.93759, -3.31114)  0.4302
H (0.81053, 5.18459, -2.55214)  0.0030
H (0.10653, 3.86259, -0.23014)  0.4032
C (-2.13147, -0.67441, -4.65414)  -1.8287
C (-1.45447, 0.73259, -4.48314)  0.6380
C (-2.47547, 1.94359, -4.28314)  -1.2275
O (-0.67147, 0.67259, -3.39214)  -0.4133
H (-2.76347, -1.06841, -3.87114)  0.3277
H (-1.64147, -1.45241, -4.98614)  0.5777
H (-2.80847, -0.57041, -5.45214)  0.5154
H (-0.76547, 0.88059, -5.46914)  0.2872
H (-1.92347, 2.80659, -4.17314)  0.3274
H (-2.95947, 1.91059, -3.25414)  0.1489
H (-3.31147, 1.99359, -4.96114)  0.4710
H (0.13553, 0.95159, -3.80514)  -0.2264
C (3.65153, 0.98359, -3.74014)  -1.4836
C (3.07653, 2.09159, -2.83414)  0.6297
C (3.23853, 3.59459, -3.19014)  -1.2147
O (1.76253, 1.86059, -2.65114)  0.1794
H (3.30553, 1.07559, -4.75414)  0.3541
H (3.43453, 0.01759, -3.28114)  0.3438
H (4.91653, 1.13059, -3.91014)  0.2746
H (3.57553, 1.87959, -1.98914)  0.4235
H (4.46253, 3.79459, -3.43914)  0.2019
H (2.67453, 4.14759, -2.58914)  0.3349
H (2.58353, 4.03359, -3.99214)  0.3050
H (1.57753, 2.22359, -1.57914)  -0.2174
C (-5.67647, -4.80641, 2.08186)  -0.5231
C (-5.00847, -3.88441, 1.09886)  -0.4052
C (-4.81947, -2.46141, 1.56986)  0.3530
O (-4.27947, -1.50041, 0.87786)  -0.4469
C (-5.13247, -2.16741, 2.85786)  -0.0130
C (-5.76047, -3.07241, 3.91286)  -0.5319
C (-6.05847, -4.43341, 3.49886)  0.3569
O (-6.55347, -5.28241, 4.25086)  -0.5379
H (-5.76347, -5.72241, 1.76486)  0.5442
H (-4.83347, -4.29741, 0.05786)  0.3629
H (-4.64747, -1.26841, 3.24786)  0.3615
H (-5.84647, -2.79541, 4.91586)  0.4754
C (1.34853, -1.45441, 4.92586)  -0.1954
C (0.60953, -1.79941, 3.59386)  -0.3158
C (1.04553, -3.14341, 2.86686)  0.2522
O (0.52453, -3.44941, 1.87286)  -0.4624
C (2.08253, -3.88041, 3.57786)  -0.3447
C (2.82253, -3.42541, 4.78086)  -0.5019
C (2.52253, -2.20241, 5.48186)  0.3680
O (3.00253, -1.79541, 6.55086)  -0.5594
H (1.25453, -0.42541, 5.46786)  0.1665
H (-0.12747, -1.16441, 3.36086)  0.7130
H (2.32253, -4.89441, 3.26086)  0.4822
H (3.45853, -4.22141, 5.20786)  0.3445

Cartesian forces, eV/Å:
-1.4 3.2 2.5
-2.7 -5.4 -1.2
3.8 5.8 -0.5
2.0 -3.0 -0.5
-0.3 1.9 1.0
-0.6 -0.1 0.0
-0.7 -2.3 0.1
0.6 -2.8 0.0
-0.4 -0.5 -1.4
-0.7 0.2 -0.2
-0.8 3.8 -0.5
0.2 0.1 0.0
0.9 -0.7 0.5
-3.1 -1.3 -0.5
3.6 1.4 0.5
4.1 -0.9 -1.0
1.2 -1.0 1.7
4.5 1.1 -3.1
-2.6 0.5 -2.2
-1.6 0.9 -1.0
-0.7 -0.7 0.9
-2.3 1.7 1.5
-0.1 0.1 0.7
-0.9 -1.7 0.4
1.7 -0.6 2.2
-4.1 0.4 0.7
0.6 0.2 -0.7
-1.0 0.1 1.1
0.6 -3.8 -0.5
0.7 2.7 0.4
2.2 -0.4 -2.8
-0.9 1.0 2.0
-0.5 -0.3 -2.4
0.4 0.6 0.0
1.0 2.5 -0.1
0.4 -2.5 -0.8
-1.6 0.1 -0.1
0.0 0.4 0.6
-1.1 -0.4 2.7
0.5 -0.3 -1.7
-3.3 -0.7 -0.4
3.1 1.1 0.6
-1.1 1.7 0.6
-0.8 -0.6 1.6
0.4 0.6 -0.2
0.3 0.0 0.3
0.8 0.0 0.2
1.2 -1.9 -0.3
-1.4 -0.2 -1.6
-1.4 1.8 1.2
1.4 -1.4 -0.3
-2.9 4.5 0.9
-2.9 -1.0 -3.3
-0.7 -3.0 1.4
2.0 0.2 1.7
0.0 0.5 0.9
3.9 -3.7 -1.3
-1.4 0.5 -1.2
-1.7 0.0 2.0
1.2 2.2 -0.5
0.5 -0.7 -1.0
0.1 0.2 -0.6
1.7 0.4 1.4
3.6 1.6 -0.7
0.7 1.1 -3.9
4.6 -2.2 -4.4
-3.4 0.5 4.1
-0.5 -0.3 -0.5
0.2 0.1 -0.3
-3.6 -0.5 0.9
2.0 -0.1 3.6
-3.7 0.2 1.1
-0.8 2.5 4.5
1.0 -1.6 -1.0
-0.6 -1.6 -3.5
3.5 8.5 -2.1
-3.1 -3.1 3.3
2.8 1.1 -6.4
-2.0 -3.8 1.9
-2.7 -2.1 9.6
3.0 3.3 -6.2
-0.6 -1.6 -0.2
0.8 1.3 -1.1
-0.9 -5.1 -1.3
0.0 1.0 1.5
-0.7 0.0 -0.2
-0.2 0.6 1.3
-2.3 1.0 -5.0
7.0 -2.2 7.3
0.1 4.2 4.4
-1.3 -1.7 -3.5
3.6 0.8 4.9
-2.1 -3.8 -4.6
-1.4 1.6 1.4
-0.1 -1.1 -1.9
-0.5 -2.0 -1.2
-2.7 2.1 -1.5
-0.1 0.3 -0.2
-0.1 0.9 -0.1